No. 1
The following is a DFT calculation (ωB97M-V/def2-TZVPD) of a cluster of 16 separate species, C19H70N6O16 in total in a non-equilibrium geometry.

Calculated values
LUMO level   0.0131 eV
Frontier orbital gap   8.2 eV
Energy relative to the best compared isomer or geometry (same formula, charge and spin)   0.0 kJ/mol
Total energy   -2298.00550 a.u.

ORCA input file:
```
! RIJCOSX wB97M-V def2-TZVPD def2/J DEFGRID3
* xyz 0 1
O 0.903 1.484 -4.137
O -2.742 -4.056 0.182
O 0.614 1.006 -0.611
O -1.872 -0.571 -3.192
O 0.472 -4.232 -2.174
O 1.666 -2.121 6.361
O -2.320 -0.966 2.047
O 1.551 -2.662 1.154
O -1.565 2.310 -2.188
O -2.821 1.638 0.856
O 1.262 2.176 1.668
O -5.193 -0.551 -3.240
O 1.178 -1.237 -3.515
O 2.879 -0.179 2.043
O 2.675 4.752 1.630
O 4.044 -0.797 -0.296
N 2.596 -4.595 -2.984
N -3.802 0.300 -1.595
N -5.921 -0.013 -1.100
N 2.362 -3.157 -1.335
N -1.845 -2.718 -1.518
N -3.408 -1.857 -0.227
C 2.909 3.895 -0.612
C -2.162 0.237 -4.292
C 1.034 -1.618 -4.883
C 0.155 -1.597 4.523
C 0.525 1.553 2.717
C 3.721 0.308 -1.107
C -2.642 -2.908 -0.534
C 3.071 5.027 0.311
C 3.868 -0.645 2.844
C 1.626 2.594 -3.782
C -4.929 -0.101 -1.966
C -1.162 3.532 -1.611
C 1.165 -1.086 5.548
C -2.799 -0.054 4.091
C -2.549 2.782 1.554
C -3.367 -0.907 3.008
C 0.193 -0.340 -0.360
C 1.779 -3.989 -2.164
C 0.331 -3.335 1.148
H -1.279 0.661 -4.794
H 0.782 1.523 0.175
H -2.734 -0.397 -4.995
H -0.883 -0.564 -3.162
H 1.710 -1.939 -3.132
H 3.639 -4.562 -3.008
H 1.074 3.530 -3.860
H -4.309 -2.049 0.284
H 1.840 -2.762 -0.561
H 0.137 -3.917 2.089
H 4.494 0.185 3.149
H 3.435 -1.068 3.726
H -1.614 -1.777 -1.855
H -0.662 3.302 -0.680
H 4.164 5.252 0.476
H -0.857 -0.244 -0.592
H 0.393 -4.068 0.362
H 0.059 2.376 3.330
H 1.923 -1.474 -5.478
H -2.088 4.109 -1.357
H 1.233 1.085 3.333
H 0.360 -0.943 -5.380
H -3.429 -0.912 -0.829
H -0.287 0.854 2.429
H -0.818 1.753 -2.077
H 0.951 -2.489 6.809
H -3.019 3.584 1.054
H -4.276 -0.413 2.730
H 2.799 0.008 -1.718
H 2.503 2.668 -4.339
H -2.989 2.841 2.509
H 1.871 3.701 -0.896
H -2.589 -1.351 1.202
H -0.094 -1.112 3.588
H 2.885 5.539 2.139
H 4.593 -1.378 2.573
H 1.349 0.617 -3.985
H -1.499 3.045 1.657
H 2.043 -5.132 -3.687
H 3.643 -0.718 0.568
H 0.654 -2.410 4.010
H -1.343 -3.552 -1.791
H -0.697 -2.142 4.969
H -2.017 -0.509 4.671
H 0.858 -0.370 6.227
H -2.683 1.120 -4.048
H 3.398 -3.031 -1.275
H 1.542 3.057 1.836
H -3.063 0.105 -2.227
H 3.240 3.050 -0.061
H 3.503 1.063 -0.496
H -3.625 1.173 -1.003
H 2.005 -0.531 5.151
H -3.543 0.119 4.929
H -0.595 -2.767 0.961
H 3.588 3.931 -1.435
H 2.516 5.896 -0.002
H -6.884 -0.265 -1.373
H 1.802 2.547 -2.668
H 1.745 -2.322 2.013
H 0.811 -1.160 -0.690
H 0.123 -0.512 0.725
H -2.430 0.836 1.273
H 0.632 -2.636 -4.962
H 4.583 0.504 -1.818
H -2.528 0.919 3.713
H -3.550 -1.902 3.492
H 2.391 0.651 2.294
H -5.856 0.468 -0.169
H -0.510 4.001 -2.306
*
```

No. 2
The following is a DFT calculation (ωB97M-V/def2-TZVPD) of a cluster of 16 separate species, C19H70N8O16 in total in a non-equilibrium geometry.

Calculated values
LUMO level   0.1503 eV
Frontier orbital gap   8.2 eV
Energy relative to the best compared isomer or geometry (same formula, charge and spin)   1119.8 kJ/mol
Total energy   -2407.52329 a.u.

ORCA input file:
```
! RIJCOSX wB97M-V def2-TZVPD def2/J DEFGRID3
* xyz 0 1
O 2.859 5.085 -1.264
O 2.402 1.820 1.166
O -1.686 -0.481 -0.497
O 3.841 1.590 -5.113
O -4.628 0.084 1.541
O -3.501 2.855 0.088
O 4.041 0.631 -1.107
O 3.461 -3.570 1.415
O -2.018 0.986 -3.165
O 0.515 -0.707 -3.081
O -1.074 2.843 2.077
O -2.721 -4.903 -0.092
O -1.505 -4.602 3.085
O -2.452 -0.190 4.017
O -1.379 3.239 -1.678
O 1.562 -0.655 2.855
N 1.859 -2.082 0.291
N 4.345 0.995 2.236
N 3.827 -1.350 0.752
N 4.140 3.081 2.069
N 0.609 0.266 -0.298
N -3.468 -0.721 -2.497
N -3.411 -0.209 -4.620
N -0.599 0.208 1.495
C -2.884 -0.021 -3.439
C 3.814 -0.459 -1.995
C 3.590 1.953 1.813
C -2.276 -3.448 2.848
C -0.674 2.923 3.413
C -2.333 -3.596 -0.506
C 0.455 -2.097 -2.794
C 2.425 1.323 -5.055
C -0.533 -0.062 0.203
C -1.672 0.083 5.136
C 1.901 2.191 -3.943
C 1.115 -1.927 3.331
C -0.198 -2.728 -3.954
C -1.757 -1.270 5.877
C -0.026 3.326 -1.255
C -4.274 2.010 -0.710
C 3.026 -2.354 0.780
C 3.395 3.804 -1.239
C -4.206 -1.238 1.347
H 0.650 2.739 -2.010
H -1.086 -4.850 2.254
H 4.239 3.651 -0.543
H -1.047 1.916 1.785
H -3.502 -5.161 -0.598
H -5.557 0.134 1.377
H 1.428 -1.170 0.074
H 0.189 -2.295 -4.836
H -0.129 -2.117 -1.853
H 4.589 -1.192 -1.817
H 0.602 0.273 -1.328
H -1.509 2.574 4.008
H 3.851 3.470 -2.238
H -3.188 -3.730 2.285
H -3.350 -0.180 4.356
H -0.224 -0.593 -3.696
H 3.757 3.899 1.723
H -3.239 -2.997 -0.521
H 2.003 -2.582 3.498
H -2.060 0.921 5.699
H -4.790 -1.847 1.991
H -1.078 -1.190 6.771
H 0.371 -2.398 2.629
H 2.298 0.243 -4.814
H -2.976 -0.687 -1.583
H -1.479 0.000 1.946
H -3.758 2.655 0.978
H 5.115 1.154 2.782
H -0.056 -3.812 -3.887
H -3.156 -1.345 1.387
H 2.598 3.164 -0.969
H 1.317 0.846 0.161
H 0.818 2.075 -4.060
H 1.141 -2.850 0.132
H -1.299 -2.598 -3.799
H -1.444 -2.126 5.302
H -3.937 0.981 -0.518
H 0.588 -1.780 4.309
H -0.652 0.309 4.885
H 2.261 3.270 -4.055
H 4.798 -1.361 1.158
H 4.630 1.196 -1.660
H -0.062 2.854 -0.324
H 2.870 -0.853 -1.731
H 3.833 -0.228 -3.052
H 5.143 3.077 2.244
H -5.379 2.190 -0.567
H 3.502 5.661 -1.645
H -1.588 -3.154 0.158
H -3.866 -1.108 -4.857
H -2.533 -2.961 3.769
H 1.951 1.563 -5.995
H 3.703 -0.685 -0.010
H 2.166 -0.847 2.134
H -1.939 -3.598 -1.561
H 2.215 1.738 -3.042
H -2.941 0.331 -5.383
H 0.197 2.228 3.474
H -1.721 -2.607 2.358
H -3.953 2.110 -1.758
H -1.416 2.339 -2.047
H -4.534 -1.575 0.355
H 4.069 0.089 1.895
H -0.590 4.022 3.669
H -2.797 -1.508 6.022
H 0.141 0.150 2.167
H 4.177 1.245 -5.951
H 1.516 -2.417 -2.586
H 0.282 4.335 -1.292
H -4.037 -1.587 -2.717
*
```